Entry 1
Formula: C6H9N3
Source: the Open Molecules 2025 dataset
Level of theory: wB97M-V/def2-TZVPD

```
! wB97M-V def2-TZVPD RIJCOSX def2/J DEFGRID3
* xyz 0 1
C -1.89 -1.11 -0.51
C -1.30 0.27 -0.32
C 0.88 1.25 0.09
C 1.86 0.20 0.61
C 0.50 -0.77 0.62
C 3.01 -0.05 -0.18
H -2.29 -1.21 0.68
H -2.98 -1.19 -1.19
H -0.65 -1.60 -1.04
H -2.99 1.17 -0.56
H 0.31 1.59 1.04
H 0.97 2.10 -0.49
H 2.04 0.35 1.61
H -0.15 -0.93 1.57
H 0.87 -1.77 0.01
N -1.93 1.44 -0.32
N 0.02 0.19 -0.46
N 3.71 0.05 -1.14
*
```

Properties
E_HOMO   -0.355 hartree

Here are the natural (NBO) charges for atoms 1 to 6, given in e: number 1, C, carries -0.72; number 2, C, carries 0.40; number 3, C, carries -0.19; number 4, C, carries -0.35; number 5, C, carries -0.22; number 6, C, carries 0.26

---

Entry 2
Formula: C6H9N3
Source: the Open Molecules 2025 dataset
Level of theory: wB97M-V/def2-TZVPD

```
! wB97M-V def2-TZVPD RIJCOSX def2/J DEFGRID3
* xyz 0 1
C -1.25 -1.26 0.94
C 0.73 -0.07 0.80
C 1.55 0.80 -1.07
C 0.04 1.07 -1.11
C -1.45 -0.05 0.01
C -0.34 1.00 0.37
H -1.98 -1.26 1.75
H -1.29 -2.19 0.35
H 0.73 -1.85 1.62
H 2.12 1.71 -0.89
H 1.85 0.29 -2.01
H -0.31 1.93 -1.68
H -0.51 -0.92 -1.70
H -2.45 0.38 0.11
H -0.35 1.88 1.04
N 0.10 -1.04 1.59
N 1.72 -0.18 0.04
N -0.90 -0.04 -1.38
*
```

Properties
E_HOMO   -0.329 hartree
SMILES   C1NC2=NC[C@H]3N[C@@H]1[C@@H]23

Here are the natural (NBO) charges for atoms 1 to 6, given in e: number 1, C, carries -0.23; number 2, C, carries 0.45; number 3, C, carries -0.25; number 4, C, carries -0.06; number 5, C, carries -0.05; number 6, C, carries -0.32

---

Entry 3
Formula: C6H9N3
Source: the Open Molecules 2025 dataset
Level of theory: wB97M-V/def2-TZVPD

```
! wB97M-V def2-TZVPD RIJCOSX def2/J DEFGRID3
* xyz 0 1
C -3.42 0.70 0.19
C -1.49 0.18 -0.21
C 1.50 -0.15 1.45
C 1.97 1.08 0.60
C 1.20 0.00 0.01
C 1.69 -0.75 -1.16
N -2.18 1.11 0.39
N -3.58 -0.46 -0.31
N -2.23 -0.81 -0.64
H -4.33 1.10 0.56
H 2.37 -0.70 1.68
H 0.69 -0.03 2.22
H 1.58 2.03 0.85
H 2.88 1.24 0.15
H 2.63 -1.13 -1.06
H 1.68 -0.15 -2.11
H 1.01 -1.74 -1.32
H -1.98 -1.50 -1.30
*
```

Properties
E_HOMO (alpha / beta)   -0.346 / -0.316 hartree

Here are the natural (NBO) charges for atoms 1 to 6, given in e: number 1, C, carries 0.15; number 2, C, carries 0.42; number 3, C, carries -0.46; number 4, C, carries -0.49; number 5, C, carries 0.20; number 6, C, carries -0.67

---

Calculated relative energies: entry 1 107.0; entry 2 0.0; entry 3 101.1, given in kcal/mol

---

Entry 1
Formula: C4H10FP
Source: the Open Molecules 2025 dataset
Level of theory: wB97M-V/def2-TZVPD

```
! wB97M-V def2-TZVPD RIJCOSX def2/J DEFGRID3
* xyz 0 1
C -1.49 -0.79 0.44
C 0.23 0.86 -1.49
C -0.55 0.37 0.81
C 0.61 0.29 -0.15
F 1.87 1.44 0.64
P 1.62 -1.29 -0.17
H -1.20 -1.14 -0.50
H -2.61 -0.52 0.65
H -1.36 -1.64 1.14
H -0.10 1.98 -1.48
H 0.91 0.90 -2.36
H -0.64 0.12 -1.55
H -0.34 0.38 1.92
H -1.03 1.39 0.68
H 1.24 -1.76 1.18
H 2.84 -0.57 0.24
*
```

Properties
E_HOMO   -0.360 hartree

Here are the natural (NBO) charges for atoms 1 to 6, given in e: number 1, C, carries -0.62; number 2, C, carries -0.71; number 3, C, carries -0.51; number 4, C, carries 0.21; number 5, F, carries -0.56; number 6, P, carries 0.25

---

Entry 2
Formula: C4H10FP
Source: the Open Molecules 2025 dataset
Level of theory: wB97M-V/def2-TZVPD

```
! wB97M-V def2-TZVPD RIJCOSX def2/J DEFGRID3
* xyz 0 1
C -3.14 0.28 -0.84
C 2.23 -0.06 1.56
C -3.21 1.58 -1.23
C 2.34 -1.19 0.59
F -0.12 -1.17 -0.53
P 1.34 -0.86 -1.01
H -3.72 -0.41 -1.43
H 1.32 0.56 -0.81
H -2.41 -0.27 -0.25
H 2.43 0.86 0.93
H 1.29 0.00 2.00
H 3.08 -0.10 2.20
H -2.71 2.29 -0.58
H -3.96 1.89 -1.95
H 1.98 -2.04 1.14
H 3.27 -1.35 0.22
*
```

Properties
E_HOMO   -0.338 hartree
SMILES   CCPF.C=C

Here are the natural (NBO) charges for atoms 1 to 6, given in e: number 1, C, carries -0.38; number 2, C, carries -0.60; number 3, C, carries -0.40; number 4, C, carries -0.69; number 5, F, carries -0.58; number 6, P, carries 0.93

---

Calculated relative energies: entry 1 33.9; entry 2 0.0, given in kcal/mol

---

Entry 1
Formula: C2H7NO
Source: the Open Molecules 2025 dataset
Level of theory: wB97M-V/def2-TZVPD

```
! wB97M-V def2-TZVPD RIJCOSX def2/J DEFGRID3
* xyz 0 1
O -0.09 -0.98 1.49
H 0.52 -1.68 1.33
C -0.46 0.17 -1.30
C 0.57 0.21 0.89
N -0.29 0.85 -0.02
H -0.44 -0.92 -1.16
H -1.37 0.50 -1.78
H 0.37 0.42 -1.95
H 0.96 0.72 1.78
H 1.44 -0.15 0.32
H -1.20 0.86 0.43
*
```

Properties
E_HOMO   -0.345 hartree
SMILES   CNCO

Here are the natural (NBO) charges for atoms 1 to 6, given in e: number 1, O, carries -0.76; number 2, H, carries 0.46; number 3, C, carries -0.42; number 4, C, carries 0.08; number 5, N, carries -0.63; number 6, H, carries 0.18

---

Entry 2
Formula: C2H7NO
Source: the Open Molecules 2025 dataset
Level of theory: wB97M-V/def2-TZVPD

```
! wB97M-V def2-TZVPD RIJCOSX def2/J DEFGRID3
* xyz 0 1
C -0.40 -0.62 0.29
C 0.95 -0.01 0.05
H -1.02 -0.26 -1.65
H -1.27 0.87 -0.66
H -0.36 -1.74 0.15
H -0.89 -0.35 1.28
H 1.26 -0.01 -1.03
H 1.80 -0.62 0.50
H 0.48 1.48 1.35
N -1.42 -0.13 -0.71
O 0.88 1.39 0.43
*
```

Properties
E_HOMO   -0.359 hartree
SMILES   NCCO

Here are the natural (NBO) charges for atoms 1 to 6, given in e: number 1, C, carries -0.26; number 2, C, carries -0.09; number 3, H, carries 0.34; number 4, H, carries 0.35; number 5, H, carries 0.20; number 6, H, carries 0.19

---

Entry 3
Formula: C2H7NO
Source: the Open Molecules 2025 dataset
Level of theory: wB97M-V/def2-TZVPD

```
! wB97M-V def2-TZVPD RIJCOSX def2/J DEFGRID3
* xyz 0 1
C -1.54 1.85 -2.22
C -1.25 0.60 -2.41
N -1.29 -0.33 -1.37
H -1.86 2.29 -1.24
H -1.38 2.68 -2.94
H -0.97 -0.05 -3.32
H -2.06 -0.24 -0.72
H -1.32 -1.34 -1.73
H 3.89 -1.82 6.09
H 3.85 -1.42 4.66
O 3.92 -2.23 5.21
*
```

Properties
E_HOMO   -0.312 hartree
SMILES   C=CN.O

Here are the natural (NBO) charges for atoms 1 to 6, given in e: number 1, C, carries -0.52; number 2, C, carries 0.00; number 3, N, carries -0.82; number 4, H, carries 0.20; number 5, H, carries 0.21; number 6, H, carries 0.20

---

Entry 4
Formula: C2H7NO
Source: the Open Molecules 2025 dataset
Level of theory: wB97M-V/def2-TZVPD

```
! wB97M-V def2-TZVPD RIJCOSX def2/J DEFGRID3
* xyz 0 1
C -0.66 0.40 -0.31
C 0.70 0.49 0.32
H -2.02 -0.51 0.73
H -0.46 -1.63 0.21
H -1.22 1.39 0.05
H -0.34 0.75 -1.37
H 0.70 0.41 1.51
H 1.33 1.39 -0.21
H 1.95 -0.99 -0.90
N -1.16 -0.87 0.00
O 1.17 -0.84 -0.04
*
```

Properties
E_HOMO   -0.318 hartree
SMILES   NCCO

Here are the natural (NBO) charges for atoms 1 to 6, given in e: number 1, C, carries -0.24; number 2, C, carries -0.08; number 3, H, carries 0.37; number 4, H, carries 0.43; number 5, H, carries 0.18; number 6, H, carries 0.16

---

Calculated relative energies: entry 1 0.0; entry 2 1.9; entry 3 11.8; entry 4 64.7, given in kcal/mol

---

Entry 1
Formula: C2H7NO
Source: the Open Molecules 2025 dataset
Level of theory: wB97M-V/def2-TZVPD

```
! wB97M-V def2-TZVPD RIJCOSX def2/J DEFGRID3
* xyz 0 1
C -0.61 -0.05 1.37
C -0.25 -0.95 0.45
N 0.95 -1.14 -0.20
H 0.09 0.71 1.94
H -1.52 -0.35 1.85
H -1.03 -1.66 0.04
H 1.78 -0.61 0.01
H 1.13 -2.08 -0.51
H 0.49 1.91 -1.29
H -0.94 2.23 -1.65
O -0.08 2.00 -2.03
*
```

Properties
E_HOMO   -0.307 hartree
SMILES   C=CN.O

Here are the natural (NBO) charges for atoms 1 to 6, given in e: number 1, C, carries -0.57; number 2, C, carries 0.03; number 3, N, carries -0.82; number 4, H, carries 0.20; number 5, H, carries 0.21; number 6, H, carries 0.19

---

Entry 2
Formula: C2H7NO
Source: the Open Molecules 2025 dataset
Level of theory: wB97M-V/def2-TZVPD

```
! wB97M-V def2-TZVPD RIJCOSX def2/J DEFGRID3
* xyz 0 1
N 0.48 3.06 -0.34
H 1.40 2.76 -0.68
H 0.76 3.74 0.37
H 0.20 3.67 -1.12
O -0.33 -3.72 0.17
C -0.78 -2.63 0.41
C -0.15 -1.33 0.05
H -1.70 -2.55 1.03
H 0.30 -1.01 0.98
H 0.67 -1.45 -0.64
H -0.84 -0.55 -0.23
*
```

Properties
E_HOMO   -0.359 hartree
SMILES   CC=O.N

Here are the natural (NBO) charges for atoms 1 to 6, given in e: number 1, N, carries -1.05; number 2, H, carries 0.35; number 3, H, carries 0.35; number 4, H, carries 0.35; number 5, O, carries -0.52; number 6, C, carries 0.44

---

Entry 3
Formula: C2H7NO
Source: the Open Molecules 2025 dataset
Level of theory: wB97M-V/def2-TZVPD

```
! wB97M-V def2-TZVPD RIJCOSX def2/J DEFGRID3
* xyz 0 1
C 1.81 -0.34 1.07
C -2.15 -0.11 -0.71
N 1.05 -0.70 -0.13
O -0.07 -1.25 -0.09
H 1.43 -0.94 1.96
H 2.80 -0.65 0.87
H 1.76 0.76 1.36
H -2.57 -0.61 -1.55
H -1.36 0.57 -1.05
H -2.56 -0.15 0.28
H 1.22 -0.05 -0.98
*
```

Properties
E_HOMO (alpha / beta)   -0.287 / -0.306 hartree

Here are the natural (NBO) charges for atoms 1 to 6, given in e: number 1, C, carries -0.46; number 2, C, carries -0.49; number 3, N, carries -0.13; number 4, O, carries -0.35; number 5, H, carries 0.22; number 6, H, carries 0.21

---

Entry 4
Formula: C2H7NO
Source: the Open Molecules 2025 dataset
Level of theory: wB97M-V/def2-TZVPD

```
! wB97M-V def2-TZVPD RIJCOSX def2/J DEFGRID3
* xyz 0 1
O 0.17 1.65 0.46
H 0.56 2.21 -0.22
C -0.98 -0.80 -0.56
C 0.95 0.37 0.38
N 0.12 -0.76 0.45
H -0.34 -1.07 -1.41
H -1.70 -1.57 -0.31
H -1.52 0.15 -0.68
H 1.26 0.38 -0.68
H 1.67 0.41 1.18
H -0.19 -0.97 1.39
*
```

Properties
E_HOMO   -0.338 hartree
SMILES   CNCO

Here are the natural (NBO) charges for atoms 1 to 6, given in e: number 1, O, carries -0.77; number 2, H, carries 0.46; number 3, C, carries -0.43; number 4, C, carries 0.08; number 5, N, carries -0.63; number 6, H, carries 0.19

---

Calculated relative energies: entry 1 14.2; entry 2 0.0; entry 3 106.0; entry 4 9.1, given in kcal/mol

---

Entry 1
Formula: C2H8OS2
Source: the Open Molecules 2025 dataset
Level of theory: wB97M-V/def2-TZVPD

```
! wB97M-V def2-TZVPD RIJCOSX def2/J DEFGRID3
* xyz 1 2
C 1.72 0.45 -0.99
S 0.44 1.61 -0.42
S -1.23 0.65 -0.10
C -1.11 -0.59 1.19
H 2.68 0.68 -0.53
H 1.55 -0.57 -0.62
H 1.69 0.42 -2.08
H -1.47 -0.34 2.19
H -1.75 -1.43 0.89
H -0.06 -0.88 1.20
H 0.37 -3.10 1.17
H 0.35 -2.58 -0.27
O 0.47 -3.37 0.26
*
```

Properties
E_HOMO (alpha / beta)   -0.560 / -0.560 hartree
<S²>   0.7554

Here are the natural (NBO) charges for atoms 1 to 6, given in e: number 1, C, carries -0.78; number 2, S, carries 0.46; number 3, S, carries 0.47; number 4, C, carries -0.79; number 5, H, carries 0.28; number 6, H, carries 0.25

---

Entry 2
Formula: C2H8OS2
Source: the Open Molecules 2025 dataset
Level of theory: wB97M-V/def2-TZVPD

```
! wB97M-V def2-TZVPD RIJCOSX def2/J DEFGRID3
* xyz 1 2
C 2.57 -0.27 -2.24
O 2.31 1.13 -2.06
H 2.33 -0.62 -3.24
H 3.62 -0.38 -2.11
H 2.13 -0.81 -1.40
H 1.48 1.36 -2.49
C -2.13 -0.30 2.86
S -1.54 1.02 1.84
S -2.35 0.91 0.03
H -2.55 -1.15 2.31
H -2.78 0.00 3.68
H -1.27 -0.73 3.40
H -1.82 -0.16 -0.58
*
```

Properties
E_HOMO (alpha / beta)   -0.477 / -0.477 hartree
<S²>   0.7551

Here are the natural (NBO) charges for atoms 1 to 6, given in e: number 1, C, carries -0.26; number 2, O, carries -0.72; number 3, H, carries 0.18; number 4, H, carries 0.19; number 5, H, carries 0.15; number 6, H, carries 0.46

---

Calculated relative energies: entry 1 0.0; entry 2 20.3, given in kcal/mol

---

Entry 1
Formula: C2H9N4
Source: the Open Molecules 2025 dataset
Level of theory: wB97M-V/def2-TZVPD

```
! wB97M-V def2-TZVPD RIJCOSX def2/J DEFGRID3
* xyz 1 1
C -0.81 0.45 0.92
C -0.22 0.54 -0.39
N -0.19 1.01 1.84
N -0.93 0.29 -1.43
N 0.94 1.08 -0.39
N 0.65 -1.55 -0.13
H -1.86 0.19 0.96
H -0.50 0.89 2.79
H -0.59 0.22 -2.41
H -1.85 -0.15 -1.34
H 1.25 1.36 0.57
H 1.65 1.09 -1.10
H 0.06 -2.32 0.34
H 1.22 -1.15 0.62
H 1.19 -1.94 -0.85
*
```

Properties
E_HOMO   -0.535 hartree

Here are the natural (NBO) charges for atoms 1 to 6, given in e: number 1, C, carries 0.07; number 2, C, carries 0.52; number 3, N, carries -0.55; number 4, N, carries -0.71; number 5, N, carries -0.73; number 6, N, carries -1.07

---

Entry 2
Formula: C2H9N4
Source: the Open Molecules 2025 dataset
Level of theory: wB97M-V/def2-TZVPD

```
! wB97M-V def2-TZVPD RIJCOSX def2/J DEFGRID3
* xyz 1 1
C -0.61 2.03 0.96
C -0.37 0.90 0.07
N -0.42 0.58 1.30
N -0.22 0.43 -1.12
N 0.90 -1.83 -1.79
N 0.03 -0.35 2.23
H 0.27 2.68 0.97
H -1.54 2.57 1.14
H -0.54 0.98 -1.94
H 0.30 -0.67 -1.50
H 0.19 -2.49 -1.54
H 0.65 -1.69 -2.75
H 1.79 -2.23 -1.63
H -0.69 -1.07 2.54
H 0.25 0.16 3.09
*
```

Properties
E_HOMO   -0.492 hartree

Here are the natural (NBO) charges for atoms 1 to 6, given in e: number 1, C, carries -0.23; number 2, C, carries 0.51; number 3, N, carries -0.18; number 4, N, carries -0.79; number 5, N, carries -0.99; number 6, N, carries -0.62

---

Calculated relative energies: entry 1 0.0; entry 2 55.2, given in kcal/mol

---

Entry 1
Formula: C3H10NS
Source: the Open Molecules 2025 dataset
Level of theory: wB97M-V/def2-TZVPD

```
! wB97M-V def2-TZVPD RIJCOSX def2/J DEFGRID3
* xyz -1 1
C -4.32 -0.68 -0.70
S -2.52 -0.78 -0.82
H -4.70 -1.23 0.18
H -4.66 0.36 -0.57
H -4.87 -1.00 -1.58
C 3.12 0.62 0.89
C 2.09 0.46 -0.22
N 1.01 -0.46 0.23
H 2.72 1.32 1.62
H 3.10 -0.35 1.40
H 4.11 0.72 0.45
H 1.61 1.39 -0.56
H 2.50 0.00 -1.11
H 0.60 -0.16 1.11
H 0.21 -0.22 -0.33
*
```

Properties
E_HOMO   -0.079 hartree

Here are the natural (NBO) charges for atoms 1 to 6, given in e: number 1, C, carries -0.74; number 2, S, carries -0.75; number 3, H, carries 0.17; number 4, H, carries 0.16; number 5, H, carries 0.16; number 6, C, carries -0.64

---

Entry 2
Formula: C3H10NS
Source: the Open Molecules 2025 dataset
Level of theory: wB97M-V/def2-TZVPD

```
! wB97M-V def2-TZVPD RIJCOSX def2/J DEFGRID3
* xyz -1 1
C 3.03 0.52 1.12
N 2.62 -0.46 0.18
H 3.47 0.27 2.12
H 2.15 0.99 1.30
H 3.76 1.23 0.53
H 1.58 -0.38 0.04
H 2.95 -1.46 0.38
C -3.01 -0.34 0.26
C -1.93 0.70 -0.17
S -0.46 -0.21 -0.85
H -2.34 -1.05 0.57
H -3.57 -0.82 -0.54
H -3.66 -0.07 1.05
H -1.71 1.33 0.63
H -2.24 1.32 -1.03
*
```

Properties
E_HOMO   -0.092 hartree

Here are the natural (NBO) charges for atoms 1 to 6, given in e: number 1, C, carries -0.40; number 2, N, carries -0.90; number 3, H, carries 0.15; number 4, H, carries 0.19; number 5, H, carries 0.14; number 6, H, carries 0.42

---

Calculated relative energies: entry 1 0.0; entry 2 15.0, given in kcal/mol

---

Entry 1
Formula: CH3FOS
Source: the Open Molecules 2025 dataset
Level of theory: wB97M-V/def2-TZVPD

```
! wB97M-V def2-TZVPD RIJCOSX def2/J DEFGRID3
* xyz 0 1
C -0.09 -0.74 0.57
O -0.96 1.22 -1.45
F 1.42 1.09 -0.72
S -0.14 1.22 -0.21
H -1.13 -0.88 0.95
H 0.71 -0.63 1.26
H 0.19 -1.27 -0.39
*
```

Properties
E_HOMO   -0.357 hartree

Here are the natural (NBO) charges for atoms 1 to 6, given in e: number 1, C, carries -0.72; number 2, O, carries -0.88; number 3, F, carries -0.52; number 4, S, carries 1.44; number 5, H, carries 0.23; number 6, H, carries 0.22

---

Entry 2
Formula: CH3FOS
Source: the Open Molecules 2025 dataset
Level of theory: wB97M-V/def2-TZVPD

```
! wB97M-V def2-TZVPD RIJCOSX def2/J DEFGRID3
* xyz 0 1
C 0.70 0.52 0.85
O -0.57 -1.12 -2.35
F -0.45 0.94 1.29
S -0.38 -0.94 -0.81
H 1.30 1.24 0.36
H 0.97 -0.43 1.11
H -1.56 -0.21 -0.43
*
```

Properties
E_HOMO (alpha / beta)   -0.313 / -0.333 hartree

Here are the natural (NBO) charges for atoms 1 to 6, given in e: number 1, C, carries 0.07; number 2, O, carries -0.82; number 3, F, carries -0.32; number 4, S, carries 0.66; number 5, H, carries 0.17; number 6, H, carries 0.16

---

Calculated relative energies: entry 1 0.0; entry 2 63.1, given in kcal/mol